Record 1
Entry from the OMol25 dataset: 16 unconnected molecules or ions with the total composition C33H57BCl2N17O2P3 (ωB97M-V/def2-TZVPD).

Properties
- LUMO (eV) = -0.179
- Kohn-Sham gap (eV) = 7.01

Structure (XYZ):
```
115
Properties=species:S:1:pos:R:3:forces:R:3:lowdin_charge:R:1
C -5.6636 -3.9801 -0.7827 -0.53 0.17 0.72 -0.11
C -7.0613 -3.3095 -0.4595 0.20 0.58 0.88 -0.69
Cl -8.3015 -3.4359 -1.7978 1.35 0.20 1.53 0.55
C -7.3257 -2.6679 0.7435 -1.12 -1.32 -2.71 -0.85
Cl -9.0059 -1.9696 0.9973 1.87 -0.73 -0.02 0.51
P -6.0753 -2.4401 2.1510 -1.75 0.91 -0.15 0.56
P -5.9417 -0.2894 1.5444 1.06 2.37 0.66 0.52
N -5.1204 0.5564 2.6557 -0.66 -0.79 -0.52 -0.36
P -6.3740 -4.5038 2.8961 0.35 -1.83 3.81 0.56
O -5.9866 -4.6109 4.3967 -0.59 0.44 -2.55 -0.55
B -4.1557 -2.6128 2.0459 4.55 -0.24 0.44 -0.73
N -3.3761 -1.5758 1.3070 -1.46 -1.42 0.70 0.06
O -3.4082 -3.7190 2.5922 -2.33 0.62 -1.69 -0.01
H -5.4634 -4.7178 0.0622 -0.07 0.80 -1.24 0.06
H -5.6820 -4.5243 -1.7672 -0.07 0.61 1.13 0.08
H -4.8177 -3.2255 -0.7909 -1.07 -0.76 -0.05 0.08
H -6.6110 -1.9782 3.4218 0.43 -0.34 -0.46 0.05
H -5.3391 -0.1694 0.2336 -0.76 -0.24 0.33 -0.02
H -7.2565 0.2640 1.4612 0.29 -0.54 -0.43 -0.05
H -5.7916 1.2490 3.0081 0.53 -0.23 0.05 -0.09
H -5.6130 -5.4873 2.1667 -0.69 0.38 -0.19 -0.01
H -7.7794 -4.8197 2.7573 0.65 -0.03 -0.45 -0.01
H -2.6872 -2.0079 0.6723 -0.25 0.46 0.74 -0.02
H -2.9477 -0.9177 1.9639 -0.29 0.07 -0.45 0.08
H -3.0058 -4.1673 1.7975 0.02 0.52 0.90 0.03
C -0.9199 1.2672 -1.0709 -0.25 -0.80 0.11 -0.06
C -1.3544 -0.1487 -0.9112 -0.22 -0.74 0.03 -0.20
N -1.6919 -1.2527 -0.7763 1.02 1.85 -0.70 0.13
H 0.0530 1.3049 -1.5643 -0.17 0.02 0.09 0.02
H -1.6470 1.8126 -1.6736 0.03 -0.10 0.02 0.08
H -0.8398 1.7421 -0.0933 0.01 -0.08 -0.08 0.05
C 0.1024 3.9758 2.9617 -0.26 0.03 -0.73 -0.10
C 0.3450 3.9322 1.4911 0.23 -0.01 -0.82 -0.26
N 0.5477 3.8982 0.3441 -0.38 0.10 1.91 0.12
H -0.8686 4.4283 3.1656 0.08 0.03 -0.14 0.05
H 0.1219 2.9679 3.3737 0.11 0.09 -0.11 0.07
H 0.8779 4.5702 3.4401 -0.10 -0.06 -0.07 0.06
C 4.7247 4.3536 3.2330 -0.70 -0.39 0.15 -0.07
C 3.5417 3.4865 3.4894 -0.55 -0.49 0.10 -0.23
N 2.6214 2.8057 3.6889 1.65 0.88 -0.24 0.14
H 5.3095 4.4718 4.1457 -0.17 -0.02 -0.13 0.03
H 5.3524 3.9007 2.4640 -0.07 -0.01 0.04 0.06
H 4.3962 5.3362 2.8917 -0.04 -0.08 0.02 0.08
C 3.5617 -0.3537 -2.1542 -0.40 0.58 -0.13 -0.06
C 2.6968 0.8345 -2.4144 -0.38 0.59 -0.14 -0.24
N 2.0225 1.7624 -2.6108 1.18 -1.46 0.24 0.13
H 4.4278 -0.0575 -1.5606 -0.10 0.11 -0.01 0.07
H 2.9966 -1.1102 -1.6077 -0.05 0.11 -0.03 0.06
H 3.9033 -0.7776 -3.0992 -0.15 0.12 -0.02 0.06
C 0.2432 -4.5036 0.2910 -1.23 -0.04 -0.12 -0.07
C -1.2382 -4.4060 0.1675 -0.78 -0.12 -0.20 -0.18
N -2.3952 -4.3227 0.0708 2.00 -0.37 0.02 0.15
H 0.5023 -5.1316 1.1440 -0.10 0.05 -0.03 0.09
H 0.6616 -4.9420 -0.6156 -0.10 0.05 0.03 0.09
H 0.6663 -3.5152 0.4355 -0.24 -0.11 -0.04 0.01
C 0.9654 1.2156 -6.3344 0.42 -0.51 0.24 -0.07
C 1.9107 0.1804 -5.8295 0.49 -0.53 0.27 -0.25
N 2.6499 -0.6257 -5.4358 -1.13 1.22 -0.60 0.12
H 1.5207 2.0189 -6.8200 0.06 -0.09 0.07 0.07
H 0.2785 0.7706 -7.0549 0.07 -0.04 0.10 0.03
H 0.3920 1.6300 -5.5047 0.09 -0.10 0.00 0.07
C -1.3105 -2.7009 -7.2666 -0.22 0.61 0.31 -0.07
C -1.7979 -1.4535 -6.6124 -0.24 0.68 0.33 -0.27
N -2.1748 -0.4792 -6.1025 0.62 -1.47 -0.79 0.12
H -0.7106 -2.4479 -8.1415 -0.06 0.10 0.07 0.06
H -0.6991 -3.2709 -6.5665 -0.06 0.09 0.00 0.08
H -2.1588 -3.3106 -7.5787 0.02 0.09 0.05 0.08
C -6.1796 3.2259 -1.0457 -0.14 -0.15 0.78 -0.06
C -6.4839 2.9552 0.3891 -0.21 -0.07 0.82 -0.26
N -6.7221 2.7411 1.5067 0.22 0.70 -1.94 0.12
H -6.6120 4.1822 -1.3416 0.00 -0.07 0.06 0.08
H -5.0999 3.2607 -1.1949 -0.07 -0.04 0.05 0.07
H -6.6002 2.4360 -1.6684 0.03 0.03 0.09 0.08
C 5.2413 -3.1286 0.8445 -0.76 0.05 -0.06 -0.05
C 3.7588 -3.0269 0.7213 -0.83 0.05 -0.05 -0.21
N 2.6028 -2.9472 0.6252 2.46 0.18 0.18 0.15
H 5.4990 -3.7569 1.6974 -0.08 0.04 -0.06 0.08
H 5.6584 -3.5684 -0.0618 -0.08 0.03 0.05 0.08
H 5.6691 -2.1363 0.9896 -0.09 -0.05 -0.01 0.08
C -3.2125 5.4130 0.7937 0.41 0.44 0.45 -0.06
C -2.3556 6.2585 1.6738 0.47 0.50 0.45 -0.27
N -1.6855 6.9153 2.3605 -1.06 -1.06 -1.09 0.13
H -4.2535 5.4856 1.1107 0.09 0.00 0.05 0.08
H -3.1286 5.7519 -0.2394 0.07 0.02 0.09 0.08
H -2.8923 4.3721 0.8553 0.01 0.08 0.04 0.07
C -3.2859 -6.2325 5.4612 0.55 -0.57 0.28 -0.08
C -2.3453 -7.2722 5.9738 0.56 -0.60 0.31 -0.27
N -1.6119 -8.0823 6.3733 -1.16 1.30 -0.66 0.10
H -2.7274 -5.4411 4.9608 -0.07 -0.05 0.02 0.07
H -3.9823 -6.6786 4.7519 0.02 0.07 0.09 0.07
H -3.8495 -5.8016 6.2882 0.01 -0.04 -0.10 0.08
C 8.2563 2.1450 3.6672 -0.23 0.68 0.31 -0.05
C 7.8108 3.4087 4.3219 -0.15 0.71 0.43 -0.25
N 7.4616 4.3934 4.8328 0.68 -1.64 -0.79 0.13
H 8.8292 2.3748 2.7685 -0.05 0.01 0.08 0.09
H 8.8827 1.5737 4.3522 -0.05 0.08 -0.04 0.06
H 7.3888 1.5443 3.3924 0.03 0.09 0.02 0.08
C 11.4768 0.0414 5.9387 0.14 -0.05 -0.79 -0.07
C 11.6960 -0.0227 4.4640 0.13 -0.04 -0.81 -0.27
N 11.8666 -0.0724 3.3151 -0.33 0.10 1.83 0.12
H 10.5088 0.4963 6.1502 0.07 -0.03 -0.03 0.07
H 11.4978 -0.9640 6.3597 0.00 0.06 -0.08 0.08
H 12.2609 0.6393 6.4035 -0.05 -0.03 -0.08 0.08
C 0.3370 2.4025 -10.6431 -0.13 -0.71 0.31 -0.06
C 0.1166 1.0509 -10.0526 -0.13 -0.76 0.30 -0.25
N -0.0553 -0.0025 -9.5930 0.27 1.64 -0.68 0.14
H 0.6745 2.3045 -11.6750 -0.02 -0.05 0.09 0.08
H -0.5934 2.9703 -10.6243 0.05 -0.09 0.02 0.08
H 1.0938 2.9379 -10.0694 -0.05 -0.08 -0.02 0.08
C 4.3916 4.5286 -1.1332 0.49 -0.53 0.20 -0.06
C 5.3474 3.4914 -0.6478 0.52 -0.60 0.27 -0.27
N 6.0915 2.6821 -0.2665 -1.21 1.28 -0.55 0.10
H 4.9360 5.3217 -1.6465 0.03 -0.09 0.06 0.08
H 3.6781 4.0786 -1.8248 0.02 -0.05 0.11 0.06
H 3.8487 4.9555 -0.2895 0.02 -0.10 -0.04 0.07
```
Positions in Å, forces in eV/Å.

---

Record 2
Entry from the OMol25 dataset: a single CH3Cl2PS2 molecule (ωB97M-V/def2-TZVPD).

Properties
- LUMO (eV) = -1.039
- SMILES = CSP(=S)(Cl)Cl
- Kohn-Sham gap (eV) = 7.94

Structure (XYZ):
```
9
Properties=species:S:1:pos:R:3:forces:R:3:lowdin_charge:R:1
C 1.5467 0.1088 -0.3876 2.38 -0.08 0.18 -0.50
P -1.3838 -0.0300 0.3458 0.29 -3.28 0.25 -0.47
S -1.1049 -2.3598 0.3403 -0.36 4.38 0.04 -0.06
S 0.0933 1.1977 -0.4864 0.08 -0.60 0.87 0.50
Cl -3.0035 0.6110 -0.6422 -0.15 -0.16 -0.53 0.21
Cl -1.9154 0.8192 2.1311 0.53 -0.45 -0.03 0.18
H 1.9245 -0.4642 0.5279 -1.36 1.26 -0.68 0.07
H 2.4485 0.7601 -0.6882 -1.53 -0.81 0.27 0.06
H 1.3945 -0.6429 -1.1407 0.13 -0.28 -0.38 0.00
```
Positions in Å, forces in eV/Å.

---

Record 3
Entry from the OMol25 dataset: a single C4H9NO2 molecule (ωB97M-V/def2-TZVPD).

Properties
- LUMO (eV) = 0.922
- SMILES = CCNC(=O)OC
- Kohn-Sham gap (eV) = 10.81

Structure (XYZ):
```
16
Properties=species:S:1:pos:R:3:forces:R:3:lowdin_charge:R:1
C -0.4086 -1.9830 0.7166 -0.02 -0.06 0.03 -0.09
C 1.0020 -1.5874 0.2785 0.05 -0.17 0.12 -0.24
N 0.9679 -0.4120 -0.5823 -0.18 0.07 -0.02 0.06
C 0.3508 0.6868 -0.0473 0.08 0.00 0.21 -0.61
O 0.4093 1.0333 1.1133 -0.02 -0.07 -0.46 0.09
O -0.3517 1.3296 -1.0020 0.18 0.02 -0.03 -0.04
C -0.7909 2.6270 -0.6263 -0.09 0.33 0.03 -0.06
H -1.0768 -2.0318 -0.1524 0.13 -0.10 0.12 0.08
H -0.4160 -2.9535 1.2173 0.00 0.06 -0.01 0.07
H -0.8138 -1.2332 1.4040 0.09 -0.16 -0.09 0.07
H 1.6268 -1.3519 1.1438 -0.09 -0.09 -0.09 0.12
H 1.4942 -2.3883 -0.2809 -0.08 0.09 0.10 0.11
H 0.6957 -0.5827 -1.5411 -0.01 -0.01 0.12 0.14
H -1.3611 2.9978 -1.4771 0.05 0.03 0.14 0.09
H -1.4087 2.5920 0.2740 0.07 -0.02 -0.14 0.09
H 0.0809 3.2574 -0.4381 -0.16 0.08 0.00 0.10
```
Positions in Å, forces in eV/Å.

---

Record 4
Entry from the OMol25 dataset: 2 unconnected molecules or ions with the total composition CH6NPS (ωB97M-V/def2-TZVPD).

Properties
- LUMO (spin up / spin down) (eV) = -1.108 / -2.683
- Kohn-Sham gap (spin up / spin down) (eV) = 8.22 / 5.78

Structure (XYZ):
```
10
Properties=species:S:1:pos:R:3:forces:R:3:lowdin_charge:R:1
C -0.0678 -0.9330 0.1650 3.07 0.03 1.85 -0.33
N -2.1304 0.5570 -0.2085 -1.46 -0.57 0.49 -0.27
P -0.6365 0.7535 0.1931 0.22 0.82 0.50 0.65
S 3.5898 0.3381 0.0155 0.78 -0.19 -0.09 0.39
H -0.3988 -1.3883 1.0647 -0.56 -0.22 1.08 0.02
H -0.6887 -1.2807 -0.5501 -1.45 -1.81 -2.71 -0.02
H 0.9983 -1.2705 0.1213 -0.84 0.79 -0.55 0.03
H -2.9149 1.1618 -0.0643 0.03 0.49 -0.24 -0.03
H -0.0803 1.3858 -0.9083 0.91 0.40 -0.42 -0.06
H 2.3292 0.6764 0.1716 -0.69 0.25 0.10 -0.38
```
Positions in Å, forces in eV/Å.

---

Record 5
Entry from the OMol25 dataset: a molecular structure, C6H3HgO5 (ωB97M-V/def2-TZVPD).

Properties
- <S²> = 0.75
- charge = +2
- LUMO (spin up / spin down) (eV) = -9.585 / -12.337
- 2S+1 = 2
- Kohn-Sham gap (spin up / spin down) (eV) = 9.18 / 6.43

Structure (XYZ):
```
15
Properties=species:S:1:pos:R:3:forces:R:3:lowdin_spin:R:1
C -0.4972 -0.3142 -1.4784 -1.69 1.30 0.46 0.02
C -1.1518 0.4409 -0.5074 1.69 -0.03 -2.13 0.00
O -2.5971 2.4124 -1.0297 0.52 -0.54 0.13 0.00
C -1.9329 1.5316 -0.8122 -0.81 0.41 -0.14 0.00
O 0.4060 -1.1016 -0.9915 0.20 -0.54 0.92 0.19
H -0.7268 -0.3522 -2.5463 0.30 0.07 0.19 0.00
Hg 2.3228 -2.2735 -1.9943 0.71 -0.40 -0.32 0.75
O 1.6061 -0.5738 1.0193 -0.71 -1.58 -0.82 0.02
C 1.5208 0.7219 1.4575 2.25 2.05 1.00 0.00
C 0.3872 -1.0136 0.5738 0.50 0.00 0.31 0.01
O 2.4462 1.3592 1.8306 -1.31 -1.01 -0.56 0.00
O 0.2489 1.1380 1.3822 -1.49 -0.14 -0.06 0.00
C -0.5757 0.1268 0.8491 -2.51 0.34 0.22 0.00
H 0.1423 -2.0202 0.9181 0.09 0.11 -0.27 0.00
H -1.5988 -0.0818 1.3291 2.25 -0.02 1.08 0.00
```
Positions in Å, forces in eV/Å.

---

Record 6
Entry from the OMol25 dataset: a molecular structure, C42H45CaClN9O7SSb (ωB97M-V/def2-TZVPD).

Properties
- LUMO (eV) = -1.185
- Kohn-Sham gap (eV) = 6.48

Structure (XYZ):
```
107
Properties=species:S:1:pos:R:3:forces:R:3:lowdin_charge:R:1
Ca -0.0597 -2.1857 -0.2869 1.63 -0.03 -0.21 1.46
N 7.7187 -1.0327 0.0218 1.89 0.27 -0.18 0.10
C 6.5036 -1.5973 0.1347 -1.29 0.06 -0.90 -0.33
C 6.4307 -2.9910 0.2000 -1.76 -0.61 0.74 -0.02
C 5.1682 -3.5989 0.3913 1.42 0.66 -0.30 -0.06
C 4.0450 -2.8081 0.4623 -1.35 -0.05 0.80 -0.30
C 4.0892 -1.4019 0.4332 -0.22 0.22 -1.26 -0.07
C 5.2939 -0.8253 0.0740 0.53 0.56 0.82 -0.03
S 2.5148 -3.7299 0.5030 0.07 -0.10 0.03 0.65
O 1.9462 -3.5737 -0.8868 0.84 -0.89 1.10 -0.44
O 2.8532 -5.0164 1.0958 -0.60 0.85 -1.29 -0.31
N 1.3661 -2.9764 1.2544 -0.08 0.13 0.06 -0.29
C 1.0577 -2.5588 2.4892 2.08 1.59 1.58 -0.47
N 1.9253 -2.6316 3.5487 -0.62 -1.03 -1.16 0.14
C 1.4696 -2.1700 4.6844 0.93 0.66 1.11 -0.17
C 0.2382 -1.5559 4.8759 -1.08 -1.16 0.01 -0.06
C -0.5613 -1.5006 3.7275 1.59 0.91 0.15 -0.09
N -0.0400 -1.8024 2.5149 -1.80 -0.83 0.55 0.08
H 8.5119 -1.6658 -0.0044 -0.31 0.47 0.00 0.10
H 7.9370 -0.0512 -0.0638 -0.50 -0.27 0.06 0.11
H 7.2863 -3.6554 0.1890 0.25 0.38 -0.03 0.11
H 5.0895 -4.6777 0.5097 -0.06 0.30 -0.17 0.11
H 3.2106 -0.7030 0.5270 0.77 -1.24 -0.13 0.13
H 5.2972 0.2673 -0.1637 0.37 -1.03 0.49 0.12
H 2.1699 -2.2069 5.5418 -0.34 -0.11 -0.54 0.12
H -0.0942 -1.3743 5.9148 0.01 0.23 -0.98 0.11
H -1.5374 -1.0504 3.7582 -0.30 0.12 -0.23 0.09
O -1.9410 -3.3317 0.0424 -0.45 0.62 -0.39 -0.45
Cl -2.8140 -2.1695 -0.2641 -1.57 -0.35 1.65 0.67
O -3.8775 -2.1192 0.6715 0.46 0.18 0.32 -0.27
O -3.3475 -2.3021 -1.5582 0.28 0.12 -1.49 -0.28
O -1.9639 -0.9515 -0.1492 -0.54 -0.63 -0.28 -0.48
C 2.1893 -7.7504 -5.6635 0.15 -0.54 -0.60 -0.05
C 1.4060 -6.5941 -5.1494 0.59 2.12 1.60 -0.24
C 2.0763 -5.3857 -4.7921 -0.66 -0.32 -0.34 0.00
C 1.4895 -4.2405 -4.2551 -0.17 -0.59 -0.25 -0.16
C 2.3748 -3.0087 -4.1912 -0.61 1.12 1.40 -0.04
C 0.0925 -4.3128 -3.9162 1.33 -1.01 -0.89 -0.10
C -0.6259 -3.2472 -3.3019 0.58 1.56 1.96 -0.12
O -0.1157 -2.2706 -2.6361 -1.48 -2.13 -1.83 -0.18
C -0.6016 -5.5319 -4.2312 -0.45 0.77 -0.72 -0.16
C -2.1284 -5.5823 -4.1265 -0.01 0.33 -0.47 -0.04
C 0.0517 -6.6202 -4.8327 -0.47 0.33 0.31 0.00
H 1.5177 -8.6176 -5.6184 0.46 -0.05 -0.27 0.08
H 3.0837 -7.9565 -5.0361 -0.61 0.22 -0.34 0.10
H 2.5523 -7.5977 -6.7177 -0.44 -0.12 0.97 0.10
H 3.1290 -5.3041 -4.9645 0.55 -0.15 -0.29 0.11
H 3.0017 -3.0034 -3.2502 -0.37 -0.32 -1.12 0.10
H 1.7623 -2.0903 -4.0392 0.31 -0.67 -0.31 0.08
H 2.9628 -2.8530 -5.1100 -0.07 -0.41 0.51 0.09
H -1.7233 -3.3812 -3.3238 0.31 0.58 0.14 0.11
H -2.6117 -4.7395 -4.6657 0.46 -0.44 0.09 0.10
H -2.5029 -5.4896 -3.1185 0.01 -0.21 0.46 0.08
H -2.5340 -6.4929 -4.5752 0.21 0.05 0.18 0.08
H -0.5601 -7.4945 -5.0307 0.15 -0.03 -0.12 0.12
N -1.4531 0.5198 -2.7152 0.44 -0.77 -0.18 0.12
N -2.3366 1.2503 -3.5021 -1.28 1.67 -0.79 -0.25
N -2.9228 0.8922 -4.6690 -0.41 0.68 2.15 0.12
C -3.7300 1.9825 -4.8678 2.53 -2.29 0.14 -0.24
N -3.5209 2.9534 -4.0280 0.01 0.24 1.90 0.01
N -2.6724 2.4960 -3.1132 0.55 -1.15 -0.88 0.05
H -1.2747 -0.4439 -3.0714 -0.58 1.17 0.19 0.08
H -1.7377 0.4942 -1.7201 -0.29 0.10 -1.07 0.08
H -4.4447 1.9438 -5.6130 -1.03 0.33 -1.53 0.07
C 1.3414 2.2802 3.6675 -1.25 0.86 -0.06 -0.10
C 0.7468 3.4335 4.4970 1.72 0.28 0.16 -0.30
C 1.3551 3.8378 5.7394 -2.52 0.08 -0.27 -0.02
C 0.6472 4.7793 6.5792 1.47 -0.14 -1.32 -0.08
C -0.4852 5.4153 6.0709 -1.02 -0.76 0.38 -0.10
C -1.0210 4.9764 4.8510 0.52 1.15 0.32 -0.16
C -0.3565 4.1299 3.9837 -0.82 -0.18 0.35 -0.35
Sb -1.0917 3.8079 1.9391 0.29 -0.66 -0.65 1.56
C -1.3861 5.7355 0.9641 -0.65 -0.68 -0.26 -0.35
C -2.0295 6.7335 1.6359 -1.02 1.39 1.41 -0.15
C -2.0753 8.0371 1.1232 -0.43 0.21 -0.78 -0.09
C -1.6213 8.3114 -0.1714 0.22 -1.82 1.05 -0.07
C -1.0958 7.2408 -0.9319 -0.56 1.61 0.76 -0.06
C -1.0456 5.9717 -0.3871 0.91 -1.58 -0.67 -0.31
C -0.6232 4.8139 -1.3078 1.17 -0.91 -0.42 -0.10
C -3.0236 2.8683 2.3243 1.58 0.39 1.17 -0.34
C -2.9780 2.1402 3.5166 -0.30 -0.71 0.16 -0.15
C -3.6196 0.8917 3.6247 -1.05 1.11 0.51 -0.10
C -4.3270 0.4193 2.5238 1.00 0.55 -0.79 -0.09
C -4.2711 1.0962 1.2911 -0.66 0.87 1.01 -0.04
C -3.7154 2.4044 1.2334 -0.68 -1.25 -1.68 -0.32
C -3.7744 3.2106 -0.0615 -0.51 -0.21 0.33 -0.06
H 2.1355 1.8075 4.1705 0.98 -0.64 0.88 0.05
H 1.7590 2.6310 2.7162 -0.41 -0.12 0.03 0.06
H 0.5358 1.5279 3.5147 0.61 0.41 -0.23 0.07
H 2.2562 3.3159 6.0682 -0.32 0.24 0.05 0.10
H 1.0838 5.0843 7.5364 -0.20 -0.19 -0.35 0.10
H -1.1221 6.1494 6.6202 0.98 -0.70 -0.15 0.11
H -1.9684 5.4026 4.5861 -0.32 0.26 -0.38 0.08
H -2.6286 6.5318 2.5669 1.12 0.21 -0.72 0.11
H -2.5510 8.8449 1.6736 0.00 -0.23 0.09 0.10
H -1.7411 9.2929 -0.5604 0.19 0.63 -0.38 0.09
H -0.7100 7.5160 -1.9075 -0.18 -0.63 -0.18 0.11
H -0.1759 5.1800 -2.2531 -0.55 0.18 0.36 0.07
H -1.4083 4.0527 -1.6198 0.76 1.23 0.61 0.04
H 0.2434 4.2158 -0.9002 -1.01 0.47 0.05 0.06
H -2.4395 2.5480 4.3718 -0.02 -0.18 -0.16 0.08
H -3.7866 0.4437 4.6185 0.46 0.02 -0.60 0.11
H -4.8809 -0.4903 2.5541 -0.17 -0.60 0.17 0.09
H -4.8079 0.6152 0.4650 0.31 0.54 0.06 0.11
H -4.3074 2.6379 -0.8088 -0.11 -0.17 -0.25 0.06
H -2.7934 3.4137 -0.4839 0.09 0.05 0.17 0.01
H -4.3223 4.1686 0.0236 0.39 -0.40 0.29 0.10
```
Positions in Å, forces in eV/Å.

---

Computed energy relative to the best compared isomer or geometry (same formula, charge and spin), in the same sequence as the records: 0.000, 1.419, 0.562, 4.255, 0.171, 0.000 eV.
Computed E_tot, in the same sequence as the records: -118152.3794, -57090.2592, -9879.4989, -22744.5246, -20660.9641, -120351.8202 eV.